1.
{"formula": "C2H3FO", "method": "ωB97M-V/def2-TZVPD", "species": ["F", "O", "C", "C", "H", "H", "H"], "xyz": [[3.634, -0.158, 0.709], [2.763, 0.709, 0.116], [0.731, -0.352, 0.386], [-0.216, 0.503, 0.322], [1.145, -1.324, 0.496], [-1.256, 0.210, 0.431], [-0.029, 1.557, 0.174]], "forces_ev_per_angstrom": [[0.78, -0.81, 0.55], [-2.96, -0.32, -0.26], [2.56, 1.24, -0.35], [-0.54, 0.30, 0.04], [0.05, -0.39, 0.06], [-0.04, -0.15, 0.01], [0.14, 0.12, -0.04]], "nbo_charge": [-0.17, -0.20, 0.14, -0.50, 0.22, 0.25, 0.26], "multiplicity": 1, "gap_ha": [0.3523, 0.3071], "total_energy_ha": -252.82848, "homo_energy_ev": [-10.142, -9.393], "e_above_lowest_ev": 8.130, "total_charge": 0}

2.
{"formula": "C4H12", "method": "ωB97M-V/def2-TZVPD", "species": ["C", "C", "C", "C", "H", "H", "H", "H", "H", "H", "H", "H", "H", "H", "H", "H"], "xyz": [[0.945, -2.016, -0.634], [-0.478, 1.286, 1.343], [1.354, -1.128, -1.729], [-1.843, 1.875, 1.100], [2.426, -0.838, -1.808], [-1.981, 2.142, 0.047], [1.197, -1.599, -2.721], [0.846, -0.155, -1.675], [-0.152, -2.273, -0.604], [-0.299, 0.354, 1.923], [-1.947, 2.799, 1.674], [-0.052, 0.872, 0.372], [0.994, -1.469, 0.326], [1.393, -3.002, -0.700], [0.212, 2.022, 1.756], [-2.616, 1.131, 1.330]], "forces_ev_per_angstrom": [[-0.27, 0.40, -0.12], [0.79, 0.03, 0.04], [-0.44, -0.01, -0.70], [0.38, -0.59, 0.40], [0.05, 0.02, 0.13], [-0.18, 0.09, -0.13], [0.19, -0.16, 0.27], [0.08, 0.20, 0.26], [0.05, 0.04, 0.00], [-0.69, 0.26, 0.08], [-0.15, -0.13, -0.08], [-0.11, 0.16, -0.04], [0.11, -0.14, 0.10], [0.20, -0.25, 0.10], [0.07, -0.09, -0.20], [-0.06, 0.17, -0.12]], "nbo_charge": [-0.56, -0.55, -0.59, -0.61, 0.33, 0.27, 0.29, 0.26, 0.33, 0.27, 0.26, 0.26, 0.28, 0.28, 0.24, 0.26], "multiplicity": 2, "gap_ha": [0.4965, 0.1278], "total_energy_ha": -159.14804, "homo_energy_ev": [-16.479, -14.873], "s_squared": 0.753, "e_above_lowest_ev": 0.593, "total_charge": 1}

3.
{"formula": "C34H38NO7P4SSiV", "method": "ωB97M-V/def2-TZVPD", "species": ["V", "S", "P", "P", "P", "P", "Si", "O", "O", "O", "O", "O", "O", "O", "N", "C", "C", "C", "C", "C", "C", "C", "C", "C", "C", "C", "C", "C", "C", "C", "C", "C", "C", "C", "C", "C", "C", "C", "C", "C", "C", "C", "C", "C", "C", "C", "C", "C", "C", "H", "H", "H", "H", "H", "H", "H", "H", "H", "H", "H", "H", "H", "H", "H", "H", "H", "H", "H", "H", "H", "H", "H", "H", "H", "H", "H", "H", "H", "H", "H", "H", "H", "H", "H", "H", "H", "H"], "xyz": [[-0.003, -2.031, -0.513], [-2.088, -3.069, 0.609], [1.177, -3.967, -1.824], [2.328, 1.805, -0.829], [-1.044, 0.289, -1.208], [2.804, -1.671, -2.042], [-3.219, -3.457, 3.778], [1.084, -3.978, -0.332], [1.943, -1.260, -0.859], [4.254, -1.412, -2.050], [0.032, -3.209, -2.458], [1.330, -5.441, -2.421], [2.074, -1.025, -3.329], [2.571, -3.284, -2.297], [-0.066, -1.822, 1.654], [6.100, 0.747, 0.286], [-1.203, -2.484, 1.975], [-0.448, 1.705, -0.189], [-0.714, -2.182, 4.296], [4.954, 1.071, -0.424], [0.764, -1.404, 2.610], [3.770, 1.386, 0.237], [-4.886, 1.642, -1.895], [2.382, 3.659, -0.779], [2.284, 5.714, -2.060], [-3.536, 1.368, -2.063], [-0.834, -0.348, -3.862], [-5.556, 1.182, -0.770], [0.958, 1.530, 0.379], [-0.330, 1.957, -3.404], [2.281, 4.326, -1.998], [2.506, 5.804, 0.327], [-3.526, 0.164, 0.015], [2.499, 4.420, 0.382], [-0.288, 1.146, -5.665], [-4.657, -2.492, 3.072], [-0.647, -0.117, -5.215], [-0.688, 0.694, -2.948], [2.394, 6.456, -0.895], [0.488, -1.563, 3.948], [-1.586, -2.656, 3.332], [-0.121, 2.182, -4.757], [-3.293, -5.251, 3.275], [4.893, 0.994, 2.343], [3.750, 1.324, 1.630], [6.075, 0.713, 1.672], [-2.845, 0.629, -1.109], [-3.376, -3.388, 5.652], [-4.874, 0.442, 0.186], [-2.577, -3.942, 6.146], [-4.271, -5.675, 3.514], [-0.965, -2.296, 5.343], [-0.126, 1.323, -6.721], [-4.569, -1.436, 3.334], [1.080, 0.497, 0.705], [-0.570, 2.654, -0.719], [-3.005, -0.451, 0.736], [4.858, 0.944, 3.425], [-5.418, 2.212, -2.646], [-3.117, -5.353, 2.204], [-0.760, -0.933, -5.918], [6.964, 0.446, 2.228], [2.835, 1.513, 2.178], [2.602, 6.381, 1.239], [-3.363, -2.363, 6.028], [2.400, 7.538, -0.936], [-5.602, -2.865, 3.471], [-1.159, 1.722, 0.642], [-4.673, -2.576, 1.985], [1.681, -0.931, 2.275], [-0.202, 2.774, -2.703], [-2.534, -5.828, 3.805], [-6.611, 1.394, -0.643], [4.959, 1.028, -1.504], [1.185, -1.214, 4.697], [2.202, 6.212, -3.018], [-4.325, -3.839, 5.953], [2.206, 3.739, -2.907], [2.602, 3.925, 1.340], [7.004, 0.488, -0.249], [1.068, 2.186, 1.245], [2.548, -1.258, -4.136], [0.170, 3.167, -5.101], [-1.049, -1.350, -3.508], [1.077, -5.453, -3.352], [-5.393, 0.064, 1.057], [-3.021, 1.719, -2.950]], "forces_ev_per_angstrom": [[-0.14, -0.43, 0.26], [0.04, 0.15, -0.01], [0.14, 0.21, -0.19], [0.04, -0.01, 0.07], [0.11, -0.21, -0.01], [0.20, -0.01, 0.17], [-0.01, 0.03, 0.11], [-0.02, 0.05, -0.01], [-0.16, -0.09, -0.36], [-0.10, -0.03, -0.03], [0.11, 0.18, 0.15], [-0.05, -0.02, -0.08], [0.03, -0.07, -0.08], [-0.28, 0.08, 0.16], [0.07, 0.03, -0.17], [0.01, 0.01, 0.00], [0.02, 0.09, -0.01], [-0.03, 0.00, 0.04], [0.07, 0.04, -0.05], [-0.01, 0.02, 0.01], [0.01, 0.01, -0.05], [-0.07, 0.03, -0.05], [-0.05, 0.00, 0.01], [-0.01, -0.07, -0.08], [-0.01, 0.01, 0.02], [0.02, -0.01, -0.10], [0.02, 0.02, 0.04], [0.01, 0.02, 0.00], [0.02, -0.04, -0.07], [0.02, 0.04, 0.06], [0.01, -0.03, 0.02], [0.01, 0.02, 0.06], [-0.06, 0.03, -0.04], [0.01, 0.00, 0.01], [0.00, -0.02, 0.00], [0.00, 0.02, -0.09], [0.01, 0.03, -0.04], [-0.04, -0.05, -0.01], [0.00, 0.00, -0.06], [-0.04, -0.02, 0.13], [-0.01, -0.01, -0.20], [-0.01, 0.00, 0.02], [0.01, -0.04, -0.07], [0.03, -0.02, 0.01], [-0.02, 0.02, 0.00], [-0.01, 0.01, -0.01], [0.09, -0.02, 0.03], [-0.01, -0.01, 0.01], [-0.01, 0.00, -0.01], [0.03, -0.02, 0.03], [-0.03, -0.02, 0.01], [0.01, 0.01, 0.06], [0.00, -0.01, -0.02], [-0.01, 0.04, 0.01], [0.01, 0.01, 0.08], [-0.03, 0.00, 0.05], [0.03, -0.06, 0.08], [-0.01, 0.00, 0.01], [0.00, 0.01, -0.01], [0.00, -0.02, 0.00], [0.00, -0.01, -0.01], [0.00, 0.00, 0.00], [-0.02, 0.04, 0.00], [0.00, -0.01, 0.01], [0.00, 0.04, 0.01], [0.00, 0.01, 0.00], [-0.04, -0.02, 0.01], [0.01, 0.03, -0.02], [-0.01, 0.02, -0.01], [0.00, -0.02, -0.04], [0.01, -0.02, -0.08], [0.03, -0.03, 0.01], [-0.01, 0.00, 0.01], [0.03, 0.00, -0.03], [0.01, 0.00, 0.00], [0.00, 0.01, -0.01], [-0.02, -0.01, 0.02], [-0.01, 0.01, -0.01], [0.01, -0.02, 0.03], [0.01, -0.01, 0.00], [0.02, -0.01, 0.03], [0.01, 0.08, 0.09], [0.01, 0.02, -0.01], [0.00, 0.00, 0.00], [0.02, 0.01, 0.12], [0.00, -0.01, 0.02], [-0.04, 0.00, 0.04]], "lowdin_spin": [2.78, 0.01, 0.01, 0.00, 0.04, 0.00, 0.00, 0.02, 0.04, 0.00, 0.03, 0.00, 0.00, 0.00, 0.01, 0.00, 0.02, 0.01, 0.01, 0.00, 0.01, 0.00, 0.00, 0.00, 0.00, 0.00, 0.00, 0.00, 0.00, 0.00, 0.00, 0.00, 0.00, 0.00, 0.00, 0.00, 0.00, 0.00, 0.00, 0.00, 0.00, 0.00, 0.00, 0.00, 0.00, 0.00, 0.00, 0.00, 0.00, 0.00, 0.00, 0.00, 0.00, 0.00, 0.00, 0.00, 0.00, 0.00, 0.00, 0.00, 0.00, 0.00, 0.00, 0.00, 0.00, 0.00, 0.00, 0.00, 0.00, 0.00, 0.00, 0.00, 0.00, 0.00, 0.00, 0.00, 0.00, 0.00, 0.00, 0.00, 0.00, 0.00, 0.00, 0.00, 0.00, 0.00, 0.00], "multiplicity": 4, "gap_ha": [0.2536, 0.2743], "total_energy_ha": -4897.51054, "homo_energy_ev": [-4.416, -4.977], "s_squared": 3.758, "e_above_lowest_ev": 0.440, "total_charge": -1}